# 1
Density functional theory data (ωB97M-V with the def2-TZVPD basis set) for 2 unconnected molecules or ions with the total composition C21H30N7O2.

The geometry in ORCA input format:
```
! wB97M-V def2-TZVPD RIJCOSX def2/J DEFGRID3
* xyz 1 1
O -4.348 -3.126 -2.146
O -1.302 0.477 -1.352
N 5.723 2.341 0.920
C -3.348 -2.940 -1.456
C -2.332 0.508 -2.007
C 6.915 1.834 1.103
C 6.826 0.442 1.464
C -6.257 -0.710 0.956
C 5.495 0.145 1.515
C -5.647 -0.689 -0.268
C -7.312 -2.145 -0.367
C 1.469 2.444 0.098
C 1.284 1.481 2.301
C 2.844 2.175 0.094
C 2.657 1.198 2.294
C 0.693 2.110 1.206
C 3.452 1.547 1.191
N -7.297 -1.623 0.877
N -0.648 2.447 1.237
N 4.837 1.336 1.196
N -2.469 1.394 -2.996
N -2.921 -1.720 -1.125
N -6.320 -1.581 -1.084
C -2.546 -4.109 -0.934
C 8.193 2.595 0.941
C -3.597 1.552 -3.917
C 5.829 -2.369 1.618
C 4.856 -1.200 1.786
C -4.461 0.170 -0.659
C -3.474 -0.464 -1.661
H 7.664 -0.223 1.637
H -5.973 -0.119 1.820
H -7.953 -2.954 -0.711
H 1.016 2.930 -0.758
H 0.688 1.225 3.169
H 3.457 2.462 -0.755
H 3.118 0.742 3.164
H -7.920 -1.878 1.639
H -1.067 2.532 2.159
H -0.950 3.105 0.522
H -1.661 1.983 -3.141
H -2.061 -1.647 -0.595
H -5.931 -1.968 -1.947
H -1.544 -4.075 -1.361
H -2.481 -4.057 0.152
H -3.029 -5.041 -1.227
H 7.994 3.669 0.865
H 8.847 2.416 1.798
H 8.708 2.268 0.034
H -3.699 0.664 -4.545
H -4.526 1.724 -3.370
H -3.418 2.411 -4.568
H 5.305 -3.317 1.771
H 6.641 -2.303 2.348
H 6.257 -2.368 0.610
H 4.452 -1.210 2.802
H 4.024 -1.340 1.088
H -3.907 0.430 0.246
H -4.845 1.101 -1.080
H -4.001 -0.682 -2.589
*
```

Computed properties:
F_max = 1.85 eV/A
HOMO = -9.1 eV
relative energy (zero: lowest compared OMol25 entry of this formula, charge and spin) = 0.0 kcal/mol
gap between HOMO and LUMO = 6.14 eV

Want to see where the charge sits? The Mulliken charges in e are: number 1, O, carries -0.7164; number 2, O, carries -0.6376; number 3, N, carries -1.0834; number 4, C, carries 0.8120; number 5, C, carries -0.0706; number 6, C, carries 0.2711; number 7, C, carries -0.3614; number 8, C, carries -0.8173; number 9, C, carries 0.0202; number 10, C, carries 0.3860; number 11, C, carries -0.2624; number 12, C, carries -0.5614; number 13, C, carries -0.8592; number 14, C, carries -0.6338; number 15, C, carries -0.0787; number 16, C, carries 1.1985; number 17, C, carries -0.4045; number 18, N, carries -0.0362; number 19, N, carries -0.4597; number 20, N, carries 0.8752; number 21, N, carries -0.1253; number 22, N, carries -0.1130; number 23, N, carries 0.0775; number 24, C, carries -1.2806; number 25, C, carries -1.1435; number 26, C, carries -0.8453; number 27, C, carries -1.5424; number 28, C, carries 0.0343; number 29, C, carries -0.4901; number 30, C, carries -0.1116; number 31, H, carries 0.3442; number 32, H, carries 0.4314; number 33, H, carries 0.4313; number 34, H, carries 0.2348; number 35, H, carries 0.3071; number 36, H, carries 0.4374; number 37, H, carries 0.4185; number 38, H, carries 0.2288; number 39, H, carries 0.2089; number 40, H, carries 0.2058; number 41, H, carries 0.3558; number 42, H, carries 0.2289; number 43, H, carries 0.3597; number 44, H, carries 0.3581; number 45, H, carries 0.3567; number 46, H, carries 0.3406; number 47, H, carries 0.3414; number 48, H, carries 0.3127; number 49, H, carries 0.2501; number 50, H, carries 0.3058; number 51, H, carries 0.2198; number 52, H, carries 0.3441; number 53, H, carries 0.4092; number 54, H, carries 0.3194; number 55, H, carries 0.3722; number 56, H, carries 0.2395; number 57, H, carries 0.3382; number 58, H, carries 0.3264; number 59, H, carries 0.3127; number 60, H, carries 0.6201

=====

# 2
Density functional theory data (ωB97M-V with the def2-TZVPD basis set) for a gas-phase ion, C21H30NO (charge +1).

The geometry in ORCA input format:
```
! wB97M-V def2-TZVPD RIJCOSX def2/J DEFGRID3
* xyz 1 1
C -0.021 3.237 1.238
H 0.479 3.668 0.371
H 0.686 3.186 2.064
C -0.608 1.860 0.926
C -1.594 1.958 -0.266
H -1.750 3.006 -0.522
H -1.199 1.460 -1.152
C -2.910 1.351 0.218
H -2.909 0.268 0.077
H -3.772 1.767 -0.302
C -2.906 1.671 1.709
H -3.626 1.080 2.272
H -3.131 2.726 1.864
C -1.464 1.367 2.110
H -1.354 0.290 2.237
H -1.177 1.849 3.043
C 0.536 0.845 0.583
C -0.046 -0.464 0.304
C -0.450 -1.524 -0.086
C -0.937 -2.776 -0.627
H -1.952 -2.979 -0.272
N -0.950 -2.697 -2.118
H -1.270 -3.597 -2.492
C -1.895 -1.656 -2.598
C -1.965 -1.658 -4.118
C -0.579 -1.418 -4.710
H -0.625 -1.466 -5.796
C 0.390 -2.471 -4.181
C 0.412 -2.449 -2.660
H 0.743 -1.475 -2.290
H 1.086 -3.215 -2.271
H 1.397 -2.275 -4.547
H 0.097 -3.461 -4.539
H -0.227 -0.424 -4.432
H -2.654 -0.877 -4.436
H -2.363 -2.612 -4.474
H -2.879 -1.850 -2.166
H -1.535 -0.694 -2.229
H -0.283 -3.598 -0.320
C 1.546 0.721 1.718
C 1.358 -0.211 2.732
C 2.254 -0.301 3.782
C 3.358 0.531 3.830
C 3.564 1.448 2.815
C 2.667 1.542 1.766
H 2.861 2.264 0.985
H 4.427 2.097 2.836
H 4.056 0.462 4.650
H 2.088 -1.027 4.563
H 0.509 -0.878 2.703
O 1.151 1.179 -0.657
H 1.563 2.044 -0.561
H -0.825 3.911 1.523
*
```

Computed properties:
F_max = 1.02 eV/A
HOMO = -11.6 eV
relative energy (zero: lowest compared OMol25 entry of this formula, charge and spin) = 45.8 kcal/mol
gap between HOMO and LUMO = 8.88 eV
SMILES = CC1([C@](O)(C#CC[NH+]2CCCCC2)c2ccccc2)CCCC1

Want to see where the charge sits? The Mulliken charges in e are: number 1, C, carries -1.6359; number 2, H, carries 0.4078; number 3, H, carries 0.4165; number 4, C, carries 1.9050; number 5, C, carries -1.3225; number 6, H, carries 0.4831; number 7, H, carries 0.1597; number 8, C, carries -0.2629; number 9, H, carries -0.0217; number 10, H, carries 0.4986; number 11, C, carries -0.9123; number 12, H, carries 0.4671; number 13, H, carries 0.3214; number 14, C, carries -0.9396; number 15, H, carries 0.2976; number 16, H, carries 0.2995; number 17, C, carries 2.0110; number 18, C, carries -1.2889; number 19, C, carries 0.7968; number 20, C, carries -1.1878; number 21, H, carries 0.3193; number 22, N, carries -0.0110; number 23, H, carries 0.4548; number 24, C, carries -0.2750; number 25, C, carries -0.8597; number 26, C, carries -0.5621; number 27, H, carries 0.3449; number 28, C, carries -0.7775; number 29, C, carries -0.4066; number 30, H, carries 0.2282; number 31, H, carries 0.4212; number 32, H, carries 0.3842; number 33, H, carries 0.3249; number 34, H, carries 0.3268; number 35, H, carries 0.3982; number 36, H, carries 0.3380; number 37, H, carries 0.4350; number 38, H, carries 0.0872; number 39, H, carries 0.3445; number 40, C, carries -0.2869; number 41, C, carries -0.3680; number 42, C, carries -0.8999; number 43, C, carries -0.5032; number 44, C, carries -0.8076; number 45, C, carries -0.3128; number 46, H, carries 0.3058; number 47, H, carries 0.4191; number 48, H, carries 0.4229; number 49, H, carries 0.4176; number 50, H, carries 0.2531; number 51, O, carries -0.6240; number 52, H, carries 0.4776; number 53, H, carries 0.4986

=====

# 3
Density functional theory data (ωB97M-V with the def2-TZVPD basis set) for a gas-phase ion, C21H30NO2 (charge +1).

The geometry in ORCA input format:
```
! wB97M-V def2-TZVPD RIJCOSX def2/J DEFGRID3
* xyz 1 1
C 3.683 1.441 2.609
O 3.063 0.149 2.945
C 1.723 0.189 2.808
O 1.058 1.210 2.574
C 1.010 -1.146 2.960
C 1.882 -2.379 2.773
C 1.105 -3.330 1.842
C -0.277 -2.696 1.666
N -0.037 -1.240 1.921
C -1.214 -0.485 2.252
C -1.827 0.323 1.181
C -3.424 0.481 1.588
C -4.042 0.248 3.001
C -3.008 -0.158 4.075
C -1.961 -1.050 3.452
H 4.642 1.418 3.136
H 3.820 1.455 1.505
H 3.097 2.341 2.919
H 0.470 -1.173 3.941
H 2.900 -2.157 2.416
H 1.955 -2.798 3.787
H 1.613 -3.486 0.877
H 1.030 -4.315 2.324
H -0.719 -2.898 0.678
H -0.930 -3.125 2.457
H -1.500 -0.351 0.397
H -3.652 1.543 1.456
H -4.057 -0.098 0.876
H -4.589 1.152 3.362
H -4.795 -0.564 2.842
H -2.514 0.716 4.527
H -3.524 -0.745 4.851
H -2.447 -1.965 3.071
H -1.205 -1.326 4.193
C -0.119 1.336 -0.397
C -1.460 1.452 0.390
C -1.332 2.716 1.227
C -2.498 1.405 -0.775
C -3.323 2.502 -0.910
C -4.455 2.370 -1.688
C -4.705 1.164 -2.357
C -3.817 0.065 -2.307
C -2.673 0.181 -1.491
H 0.048 0.383 -0.938
H -0.222 2.101 -1.177
H 0.707 1.684 0.246
H -2.095 2.948 1.980
H -0.449 2.521 1.855
H -1.074 3.683 0.740
H -3.132 3.362 -0.248
H -5.161 3.202 -1.751
H -5.620 1.049 -2.944
H -4.044 -0.900 -2.832
H -2.113 -0.760 -1.240
*
```

Computed properties:
F_max = 6.69 eV/A
HOMO = -11.7 eV
relative energy (zero: lowest compared OMol25 entry of this formula, charge and spin) = 100.6 kcal/mol
gap between HOMO and LUMO = 6.61 eV
SMILES = COC(=O)[C@@H]1CCC/[N+]1=C1/CCCC[C@H]1C(C)(C)c1ccccc1

Want to see where the charge sits? The Mulliken charges in e are: number 1, C, carries -0.6256; number 2, O, carries -0.3491; number 3, C, carries 0.0452; number 4, O, carries -0.5905; number 5, C, carries 0.7896; number 6, C, carries -0.6404; number 7, C, carries -0.6694; number 8, C, carries -0.4989; number 9, N, carries 0.3302; number 10, C, carries -0.2659; number 11, C, carries 1.1274; number 12, C, carries -1.4925; number 13, C, carries -0.7315; number 14, C, carries -1.0098; number 15, C, carries -0.8736; number 16, H, carries 0.2931; number 17, H, carries 0.2860; number 18, H, carries 0.2725; number 19, H, carries 0.1249; number 20, H, carries 0.2990; number 21, H, carries 0.3662; number 22, H, carries 0.3173; number 23, H, carries 0.3185; number 24, H, carries 0.3039; number 25, H, carries 0.3377; number 26, H, carries -0.6019; number 27, H, carries 0.1896; number 28, H, carries 0.3617; number 29, H, carries 0.3089; number 30, H, carries 0.3593; number 31, H, carries 0.4025; number 32, H, carries 0.4109; number 33, H, carries 0.4792; number 34, H, carries 0.4296; number 35, C, carries -1.7942; number 36, C, carries 3.1639; number 37, C, carries -1.9494; number 38, C, carries 0.1637; number 39, C, carries -0.2775; number 40, C, carries -0.8763; number 41, C, carries -0.4499; number 42, C, carries -0.9731; number 43, C, carries -0.0914; number 44, H, carries 0.2675; number 45, H, carries 0.5657; number 46, H, carries 0.3795; number 47, H, carries 0.3169; number 48, H, carries 0.4200; number 49, H, carries 0.5202; number 50, H, carries 0.3844; number 51, H, carries 0.3870; number 52, H, carries 0.4018; number 53, H, carries 0.3527; number 54, H, carries 0.2845

=====

> Which of these has the highest relative energy (zero: lowest compared OMol25 entry of this formula, charge and spin)?

C21H30NO2

=====

> Look up the relative energy (zero: lowest compared OMol25 entry of this formula, charge and spin) of the first one.

0.0 kcal/mol